No. 1
This record from the OMol25 dataset describes a structure of composition C19H31AlClFLiN2O6P. The level of theory is wB97M-V/def2-TZVPD.

Each line ends with the Mulliken charge.
Element x y z (Å)
C -2.0820 2.4085 0.7247  -0.9785
C -5.8338 -0.9152 1.4982  -0.6599
H 6.6548 -4.2529 -5.6751  0.4713
H -0.3528 0.1440 2.1576  0.1725
Cl 2.9937 -0.4285 -5.3827  -0.4026
H -4.8443 4.5539 2.5628  -0.7344
C 5.3231 -1.5000 -1.2914  -0.3305
H 0.0510 3.7713 4.2998  0.3422
Li -6.6063 4.7765 1.9723  0.9891
P -2.5743 0.6006 1.0853  1.9923
H 2.8182 1.4837 1.3283  0.3473
C -3.3104 -1.1374 1.3711  -0.9030
Al -2.7063 -2.5826 -3.4204  0.5980
F -4.2063 6.4223 3.4699  -0.6096
C 1.6576 -0.0063 -0.1274  -0.3932
C 4.8643 -2.3307 -3.9835  -0.3510
H -6.2713 0.0886 1.0225  0.1720
C -0.7459 -0.0050 1.0365  -0.9513
H 0.6634 1.8824 0.6673  0.2995
H 7.3290 -5.4882 -4.8376  0.4630
O 2.5049 -0.5240 2.2024  -0.5219
O -2.8190 0.4682 -0.6293  -0.6576
C -2.2531 -0.6821 -1.2852  0.3860
C -1.7516 1.9792 3.6871  -0.3081
H -3.5795 -1.3724 2.5128  0.5824
H -5.6318 -0.6827 2.6220  0.2348
H 5.5042 -1.1085 -0.2979  0.4677
H 2.0945 0.3695 -1.1631  0.2441
H -2.7763 4.5747 2.9309  0.3031
C -2.4974 0.7409 2.9826  -0.6899
H -4.5827 2.9843 0.2701  0.2875
H -1.8847 2.5354 -0.4481  0.3658
H 3.8240 0.0018 0.6064  -0.1173
H 5.9078 -4.8425 -4.3423  0.3945
H -2.5987 -2.0442 1.0798  0.3146
H -6.7063 -1.7163 1.3439  0.3331
H -4.7286 -2.4122 0.5843  0.3306
C 2.7791 0.3432 1.0369  -0.1603
H -2.0306 -0.2409 3.4826  0.5369
H -0.1801 1.1541 -0.9334  0.2541
N -4.6703 -1.3630 0.6721  -0.2001
O 6.4832 -5.0560 -5.1204  -0.3766
C 5.3224 -0.5194 -2.3952  0.4258
C -0.8306 2.9840 4.1246  -0.7243
C 4.8650 -3.3113 -2.8797  0.4206
O 5.5187 0.6702 -2.1883  -0.5127
H 2.0048 0.0820 2.8471  0.3317
C 0.2818 0.9064 0.1395  -0.2656
C 5.1109 -2.8002 -1.5168  -0.5978
H 5.0784 -0.2987 -4.5570  0.7950
C 5.0765 -1.0305 -3.7581  -0.7559
C -3.7117 4.3249 2.2806  0.1652
H 4.6832 -2.7222 -4.9770  0.6955
H -3.6283 0.7430 3.3690  0.2693
H -0.6259 -1.1742 0.8729  0.3964
N -1.5355 -1.6774 -1.7648  -0.4773
H 5.1090 -3.5320 -0.7179  0.4457
O 4.6688 -4.5009 -3.0866  -0.7528
O -3.2821 4.9738 0.8294  -0.3677
H -1.2361 2.9121 1.2661  0.5371
C -3.5354 3.4288 0.8043  0.3580
H 1.3913 -1.1536 -0.1380  0.2121
H -3.9540 1.1035 1.1733  -0.1348

- HOMO-LUMO gap (eV) = 1.52
- molecular weight (g mol⁻¹) = 502.8
- net charge = +2


No. 2
This record from the OMol25 dataset describes a cluster of 2 separate species, C19H31Cl2I2NO9P3SSi in total. The level of theory is wB97M-V/def2-TZVPD.

Each line ends with the Mulliken charge.
Element x y z (Å)
H -1.6422 -7.8042 -0.5022  0.3496
C 2.2677 -5.6675 -1.2198  0.2942
H 0.7169 -2.7529 1.5896  0.1235
H 0.4068 1.9533 4.1692  0.2966
H -1.7126 3.9257 -4.0163  0.3424
C 1.0124 -5.2124 -1.2227  -0.6261
O 3.3171 -4.8422 -1.4457  -0.5213
Si -2.6368 1.7245 0.8196  0.7838
H 0.0459 0.9054 -2.0280  0.1628
H -2.4689 1.3355 -2.3246  -0.0062
C -1.6555 2.1185 -2.3268  0.0951
O 0.6321 2.5837 -1.1635  -0.5115
C -0.9366 1.0683 0.1147  0.9738
C -2.8849 3.6078 0.6395  -1.0833
O -0.8512 -8.3725 -0.4420  -0.5721
C -0.8520 -1.0787 1.7348  0.3068
H -1.0193 -3.2570 1.0375  0.2677
H -4.1199 0.7060 -1.0713  0.2953
H 2.3111 5.6586 0.2765  0.3312
C 3.6142 2.3970 -1.8932  -0.8057
H 1.6889 -9.0459 -0.4967  0.4039
H -1.8896 -1.1100 2.2182  0.0073
O 3.7302 -7.4870 -0.9916  -0.6280
H 4.1090 -5.4085 -1.3919  0.3442
N -1.2233 3.1929 -4.5520  -0.7617
H -2.0069 3.1641 -2.1236  0.0131
H -3.0990 2.3771 3.2720  0.3622
H 2.8407 2.1999 -2.6991  0.1892
H -3.4513 0.5409 2.9694  0.3061
H 0.7771 -4.1723 -1.4060  0.4493
C 1.4529 -8.0091 -0.6951  -0.9450
H -0.6626 -2.9942 2.7917  0.4081
O 0.7298 4.2687 3.2609  -0.5941
C -1.0845 -0.5092 0.2540  -0.5260
C -0.1093 -6.1203 -0.9734  0.8500
C -0.4757 1.6490 -1.3301  -0.0603
C -0.3897 -2.6248 1.7436  -1.0900
I 2.7073 -0.5579 1.5039  0.0303
H 1.2832 5.0703 3.3315  0.3396
H -2.1058 -0.9036 -0.0646  0.4619
S 3.5484 3.4513 2.9821  -0.4530
H 3.5646 3.4438 -1.4749  0.2134
Cl -0.2156 5.2485 -1.5297  -0.3162
H 4.6323 2.3249 -2.3935  0.4001
O 1.1535 1.6616 3.6129  -0.5142
H -0.5928 1.2229 -4.3039  0.3873
H -2.4808 4.1109 1.5819  0.3146
C 2.5280 1.2036 0.2217  -0.0087
C -2.7868 1.4215 2.7325  -1.1784
C 0.1989 -7.5530 -0.6947  0.4147
Cl 0.0899 -1.4720 -0.8319  -0.1664
O -1.2691 -5.7483 -0.9821  -0.6360
P 1.6900 2.9789 2.6413  0.6737
C 2.5736 -7.1051 -0.9682  0.8732
C -1.0797 2.1185 -3.8271  -0.2803
H -4.3124 -0.1126 0.5376  0.2680
H -2.3685 4.0994 -0.2292  0.1804
P 1.2759 2.6315 0.4546  -0.2033
H -0.2056 -0.4278 2.3880  -0.0582
O -0.0410 1.7228 1.0713  -0.0364
O 1.5330 5.8492 0.8462  -0.4507
H -5.1092 1.5052 0.3053  0.3261
H -3.9999 3.8111 0.6353  0.3937
C -4.1761 0.9039 0.0371  -1.1688
H 2.4407 3.4450 0.1599  -0.1508
P 0.3235 4.6628 0.4805  0.1548
I 4.9697 -0.3643 -1.0847  -0.0822
H -1.7306 1.2093 3.1151  0.1787
C 3.4806 1.2392 -0.8300  -0.1320

- HOMO-LUMO gap (eV) = 4.35
- molecular weight (g mol⁻¹) = 895.2
- net charge = -1


No. 3
This record from the OMol25 dataset describes a cluster of 9 separate species, C19H31F2N7O14 in total. The level of theory is wB97M-V/def2-TZVPD.

Each line ends with the Mulliken charge.
Element x y z (Å)
N 2.0560 -1.5615 -4.2062  0.9699
O -1.2307 5.7417 0.9506  -0.6210
H 2.5165 -3.4631 -4.8689  0.2921
C -0.3055 0.4169 3.9128  0.1309
H -2.4058 3.8862 1.7552  0.3277
N -0.2596 0.1306 0.0826  1.2958
N 0.4103 1.7063 3.7642  1.0587
H -0.9195 2.5355 -3.6116  0.0761
O -1.7684 5.0921 -1.0409  -0.5078
C 1.8815 -2.5975 4.1891  -0.6042
H 2.0330 4.3215 1.4251  0.2631
N -1.7867 4.9982 0.1622  1.0456
O -2.1829 1.0891 -6.1443  -0.5712
H 0.9145 -1.2050 -1.0213  0.2525
H 0.8961 5.2741 0.4790  0.2110
F 0.8151 -4.3156 -2.8212  -0.3515
H -0.4829 3.0433 -5.2547  0.3102
H 4.2954 -0.3270 3.3295  0.3591
H 3.1453 -2.0368 -5.7943  0.3325
H -0.5216 0.2241 4.9534  0.3396
H -2.6991 -3.1259 0.7575  0.5155
H 0.4058 -0.3016 3.5482  -0.1438
N -3.7306 -0.2360 1.7783  1.0394
O -0.2409 2.7633 3.6042  -0.6115
O -3.1476 2.3288 -4.7354  -0.5581
N -2.1720 1.8257 -5.1918  0.9752
O 0.3390 0.2002 1.1329  -0.4745
O 0.3959 3.2199 -0.8279  -0.4951
C 3.0021 -2.5059 -4.8314  -0.8536
C -0.8570 2.1924 -4.6838  -0.4162
H -1.2376 0.4680 3.3762  -0.2587
O -3.1097 -0.8096 2.7249  -0.5836
H 0.4325 -5.6547 -0.6527  0.4170
H -1.2153 -5.0594 1.0965  0.3947
H -2.7766 1.5503 1.9369  -0.0121
O 2.4342 -0.7576 -3.3971  -0.5461
H -2.7312 3.1155 0.1223  0.2370
H 1.3854 -4.3241 3.0007  0.3001
H -0.1708 -0.0946 -1.9434  0.2788
C -0.0699 -3.9317 -1.8349  0.5999
O -4.2462 -0.8080 0.8894  -0.5478
C -1.9186 -3.2692 0.0657  -0.4335
H 3.9470 -2.5391 -4.2554  0.3098
H -0.2186 1.3206 -4.7667  0.1774
H -3.6294 4.5791 0.7775  0.3426
H 2.6603 -0.8207 5.1233  0.4959
H -4.2416 1.4934 2.9103  0.2846
C 1.9847 -3.3815 3.0386  -0.2146
H 1.3408 0.5388 -1.1991  0.3360
O -1.4362 0.4263 -0.1536  -0.6575
C -2.6837 4.0302 0.7088  -0.8212
C -3.8122 1.2585 1.9512  -0.6926
H 2.7012 5.2951 0.0194  0.2762
N 1.5167 3.5039 -0.4148  0.9186
H -0.8692 -2.3377 -3.0134  0.6076
C -1.9088 -2.5285 -1.1325  -0.7437
O 1.6387 1.6558 3.7409  -0.5208
H -4.2896 1.6550 1.0898  0.4838
H -2.6759 -1.7794 -1.2952  0.4027
C 2.6770 -1.4347 4.2879  -0.4035
H 1.2065 -2.8383 4.9990  0.3992
C 1.8412 4.7070 0.4080  -0.6586
C -1.1111 -4.4106 0.2156  -0.5430
C -0.8824 -2.8589 -2.0718  -0.3566
C 3.6908 -1.9692 2.2263  0.3485
C 2.8436 -3.0123 1.9909  -0.4155
O 2.4096 2.7091 -0.5351  -0.5210
H 2.7695 -3.5456 1.0067  0.3824
C -0.1979 -4.7403 -0.7043  -0.4940
F 4.5403 -1.6063 1.2335  -0.3498
O 0.9093 -1.7292 -4.5556  -0.4916
C 0.5196 -0.2055 -1.1177  -1.0286
C 3.5879 -1.1737 3.3118  -0.2844

- HOMO-LUMO gap (eV) = 9.34
- molecular weight (g mol⁻¹) = 619.5
- net charge = 0


Number 1: maximum force 10.77 eV/A, lowest unoccupied orbital energy -10.243 eV. Number 2: maximum force 3.85 eV/A, lowest unoccupied orbital energy 0.005 eV. Number 3: maximum force 4.52 eV/A, lowest unoccupied orbital energy 0.001 eV.